A cluster of 6 separate species, C28H50F9N2O7S in total, computed with ωB97M-V/def2-TZVPD.

As for the total charge: +1. For the HOMO energy, the calculation gives -10.94 eV. The value obtained for the energy above the lowest of the compared OMol25 structures with the same formula, charge and spin is 299.85 kJ/mol. The value obtained for the lowest unoccupied orbital energy is -4.53 eV. As for the gap between HOMO and LUMO: 6.41 eV.

Cartesian coordinates (Å):
F -8.281 -0.705 -2.314
S -4.460 0.747 -2.432
C 4.724 -6.705 -5.590
F -8.204 -0.540 0.107
H 1.239 1.244 0.526
C 1.462 5.930 6.940
H 0.665 8.031 9.397
H -1.809 -1.607 0.955
O 1.107 -3.019 -2.929
H 0.562 6.268 9.521
H 3.703 -7.038 -5.390
H 5.400 -7.215 -4.895
O -4.501 2.345 -0.172
F -5.323 -2.692 0.258
H 6.295 -4.005 -6.046
C 1.009 -3.721 -4.178
H -1.356 6.665 8.158
C 5.540 -4.691 -6.437
C -2.081 -1.707 -0.144
C 0.572 2.229 4.186
H -1.150 -1.963 -2.142
O 4.828 -5.295 -5.348
H -3.218 -1.109 -2.429
H 1.435 2.079 4.839
H -1.831 4.525 4.027
H -1.972 0.369 -0.913
C 0.676 7.104 8.823
F -7.177 -2.482 1.483
C 1.415 0.255 0.965
C 2.508 0.307 2.014
C -1.231 3.665 3.725
H 3.383 -1.904 0.474
H 4.821 -4.116 -7.031
H 3.737 -3.588 -3.835
H 2.407 -3.837 -5.854
H 3.817 -0.764 -0.817
H -3.408 0.043 0.302
H 3.809 -1.949 -4.499
C -3.916 2.275 -1.486
C -0.568 2.948 4.879
C 3.755 0.111 1.182
C -6.693 -2.432 0.159
C 5.142 -6.935 -7.029
O 0.066 6.182 6.726
H 7.113 -6.108 -6.825
H 2.003 6.037 5.997
H -2.789 -2.595 -0.304
N -3.774 3.155 0.683
O 0.952 3.039 3.062
F -6.913 1.739 -1.691
H 4.610 -0.256 1.751
H 2.837 -2.387 -1.979
F -6.351 -1.794 -2.641
C -6.922 -0.935 -0.339
C -6.327 0.688 -2.389
N -3.789 -0.687 -1.666
C 2.062 -3.133 -5.096
H -0.003 -3.618 -4.578
C 1.929 6.913 7.996
H -0.298 4.110 1.803
H 2.395 -0.528 2.714
H 2.043 -1.192 -3.026
F -6.004 -0.123 0.344
F -7.400 -3.391 -0.539
O 1.880 -0.613 -0.081
C 6.144 -5.822 -7.247
H -1.875 2.971 3.180
H -0.173 3.678 5.593
C -0.045 4.048 2.865
H -4.277 3.161 -2.114
H 1.201 -4.781 -3.982
H 2.211 7.860 7.526
C -0.410 7.048 7.767
H 0.379 5.007 3.178
H 4.039 1.058 0.710
H 5.549 -7.932 -7.200
H -1.234 2.271 5.417
H -0.589 8.035 7.327
H 0.251 1.254 3.802
C -2.807 -0.325 -0.585
H 1.663 -2.249 -5.605
C -6.920 -0.736 -1.925
H 2.504 1.234 2.587
H -0.297 -3.004 -0.826
H 0.469 -0.124 1.362
C -0.787 -1.997 -1.051
H 1.567 4.896 7.287
H -0.020 -1.127 -0.962
C 3.136 -2.718 -4.115
H -2.786 2.347 -1.426
C 2.317 -2.249 -2.928
O -3.267 2.410 1.462
H 2.783 6.548 8.569
H 6.293 -5.562 -8.296
F -6.735 0.841 -3.737
H 4.283 -6.796 -7.694
C 3.280 -0.870 0.128


A structure of composition C40H42I2N14OPRbSTe, computed with ωB97M-V/def2-TZVPD.

As for the total charge: -2. For the HOMO energy, the calculation gives -1.80 eV. The value obtained for the energy above the lowest of the compared OMol25 structures with the same formula, charge and spin is 49.38 kJ/mol. The value obtained for the lowest unoccupied orbital energy is 3.33 eV. As for the gap between HOMO and LUMO: 5.13 eV.

Cartesian coordinates (Å):
H 0.156 -6.284 -0.265
H -1.314 2.558 1.304
C 5.596 4.327 -3.467
H 5.038 -2.777 -3.072
Te 0.415 2.690 3.979
C 3.490 3.208 -3.105
N -0.324 0.157 -2.330
C 3.920 2.708 -1.825
C -5.637 -0.404 0.488
C -0.689 -1.068 -2.652
C -2.029 5.526 -0.096
N 4.912 -5.339 -1.280
C 0.323 -5.437 -0.925
C 4.102 -2.328 -2.789
N -2.132 0.180 2.449
H 1.311 -1.210 7.555
C 6.077 3.848 -2.260
H -4.736 -0.967 4.399
H 1.742 -4.419 -3.928
C 2.118 2.802 -3.590
H 4.449 -0.386 -1.782
C -0.133 4.444 -1.079
H -3.677 -1.923 -3.954
I 5.969 2.310 0.342
C 2.783 -4.258 -3.657
N 0.987 3.077 -2.706
H 1.937 3.283 -4.559
H -0.269 -5.542 -1.834
C -2.150 4.448 0.759
I 6.814 5.532 -4.674
H -1.349 2.017 -2.458
Rb 1.440 0.544 0.279
C -0.087 0.391 7.908
C 4.306 4.001 -3.881
C -1.237 3.408 0.638
H 1.028 2.414 -1.939
H 1.382 -5.418 -1.181
O 3.159 2.020 -1.088
C -3.104 0.427 4.614
C -4.616 0.546 -0.125
H -3.425 0.459 -3.409
P 0.190 -2.644 -2.513
C 0.848 -0.299 7.197
H -5.287 -1.431 0.354
H -6.296 0.855 2.108
C -0.369 -4.118 1.102
H 1.939 4.594 -1.542
N -3.330 0.446 0.519
H 0.870 5.169 -2.828
C -0.138 -2.968 -0.755
H -1.308 0.324 1.894
H -0.318 -4.970 1.758
H -5.225 0.726 4.358
N -4.440 -0.001 2.574
H -6.320 -0.867 2.491
C 2.976 -3.308 0.851
H 1.845 -0.113 5.225
N 2.079 -6.522 1.875
N -0.055 -4.224 -0.225
C 2.616 -5.674 1.296
C 1.931 -2.165 -2.488
H 2.103 1.720 -3.750
H -3.059 -2.780 -2.529
H 3.934 4.365 -4.833
N 2.448 -1.084 -1.952
H 3.395 -4.286 -4.559
H -1.026 0.050 4.181
H -3.063 0.150 5.668
H -6.618 -0.313 0.013
C -5.748 -0.090 1.967
C 3.274 -4.662 0.572
C 1.139 0.295 5.936
C 0.998 4.385 -2.075
H -5.006 1.576 -0.077
C -1.398 0.954 -2.612
H -2.718 6.361 -0.037
H -0.949 -2.320 2.231
N 2.914 -2.961 -3.024
S -0.588 1.787 7.033
C -3.320 0.215 1.785
H 7.079 4.086 -1.928
C 0.434 1.444 5.684
C -1.008 5.521 -1.035
C 5.258 3.061 -1.471
C -2.775 -2.250 -3.441
C -2.427 0.203 -3.098
H -2.946 1.505 4.542
H -0.476 0.150 8.885
C 4.184 -5.017 -0.437
N -0.246 3.401 -0.247
H -4.482 0.322 -1.187
C -0.658 -2.798 1.311
H -2.095 -1.346 3.919
N -0.504 -2.090 0.153
H -2.223 -2.931 -4.087
H -0.882 6.340 -1.733
N 2.719 -2.204 1.073
H -2.919 4.395 1.517
N -1.972 -1.087 -3.133
H 3.128 -5.045 -2.987
C -4.445 0.027 4.026
C 3.794 -1.167 -2.135
C -2.006 -0.252 3.819


A structure of composition C2H13O13V, computed with ωB97M-V/def2-TZVPD.

As for the total charge: -1. As for the expectation value of S²: 0.764. For the HOMO energy (spin up / spin down), the calculation gives -4.55 / -4.96 eV. The value obtained for the energy above the lowest of the compared OMol25 structures with the same formula, charge and spin is 0.00 kJ/mol. The value obtained for the lowest unoccupied orbital energy (spin up / spin down) is 2.16 / 2.16 eV. As for the gap between HOMO and LUMO (spin up / spin down): 6.71 / 7.12 eV. As for the spin multiplicity: 2.

Cartesian coordinates (Å):
H 17.761 15.691 15.209
H 11.793 14.518 12.388
O 14.952 14.398 13.968
H 14.980 20.597 13.131
O 15.449 13.044 12.304
C 15.509 18.719 13.017
C 15.572 14.111 12.934
H 12.308 14.821 15.809
O 15.960 17.804 12.320
O 13.820 16.475 13.650
H 18.003 16.605 14.094
H 12.470 18.334 16.495
O 13.174 18.222 15.894
H 12.864 17.155 13.224
O 15.194 19.944 12.433
H 13.157 19.051 15.420
O 17.336 16.415 14.756
O 11.789 15.630 15.962
H 14.531 17.117 16.052
H 12.755 14.902 13.648
H 12.298 16.380 15.726
O 15.374 18.407 14.208
V 15.484 16.361 13.794
H 15.172 15.952 16.819
O 12.173 14.237 13.243
O 16.204 15.176 12.399
O 12.214 17.750 12.814
H 12.636 17.959 12.013
O 15.015 16.258 15.922


The molecule C4H6ClNO2, computed with ωB97M-V/def2-TZVPD.

As for the total charge: 0. For the HOMO energy, the calculation gives -8.35 eV. Its SMILES is O[C@@]1(CCl)C=CNO1. The value obtained for the energy above the lowest of the compared OMol25 structures with the same formula, charge and spin is 401.76 kJ/mol. The value obtained for the lowest unoccupied orbital energy is 0.73 eV. As for the gap between HOMO and LUMO: 9.08 eV.

Cartesian coordinates (Å):
O -0.743 0.662 -0.973
C -0.341 -0.449 0.138
H 0.537 1.997 -1.833
Cl -2.781 -0.020 1.150
N 0.524 1.011 -1.515
H -0.637 -0.664 2.176
H -0.613 -1.796 -0.906
C -0.962 0.023 1.338
C 1.577 0.546 -0.778
H -0.810 1.030 1.631
H 1.602 -1.018 0.886
O -0.998 -1.618 -0.138
H 2.504 0.736 -1.216
C 1.141 -0.440 0.041


A structure of composition C26H36MoN3S2Si, computed with ωB97M-V/def2-TZVPD.

As for the total charge: +3. For the HOMO energy (spin up / spin down), the calculation gives -17.57 / -17.58 eV. The value obtained for the lowest unoccupied orbital energy (spin up / spin down) is -12.27 / -12.26 eV. As for the gap between HOMO and LUMO (spin up / spin down): 5.30 / 5.32 eV.

Cartesian coordinates (Å):
Mo -0.606 0.843 -0.558
C -2.422 3.124 0.285
N -2.122 2.410 -0.965
H 0.994 -2.704 2.836
C 3.556 -0.802 3.405
C -0.551 1.116 2.501
H -0.211 -4.940 -1.459
N -0.031 2.678 0.657
H 2.051 2.639 0.245
H -0.829 4.560 0.062
N -0.550 -1.228 -1.026
S -1.711 0.259 1.472
H 2.356 -3.042 -3.446
H -3.166 3.915 0.142
C -3.057 -0.622 -2.863
H 0.527 1.020 5.702
H 4.076 -2.753 -0.199
Si 2.985 -1.596 1.784
H 1.592 -1.455 -3.317
H 1.399 4.261 0.524
H -4.848 -1.773 -2.726
H -2.658 -1.177 -3.700
C -1.095 3.731 0.724
C 0.444 1.343 4.677
C 0.453 -3.118 -2.448
H 5.030 -2.893 1.270
S -0.725 0.872 -2.967
C -0.396 -3.321 -3.716
H 2.359 -2.179 -1.898
H 2.726 -0.434 4.004
H -1.132 3.927 -2.113
C -0.436 0.701 3.825
H -2.799 2.437 1.051
H 1.351 -4.343 -0.888
H 1.004 -3.032 1.110
H -2.226 2.896 -3.046
C -2.889 1.258 -1.308
C -4.290 -0.940 -2.325
C 4.418 -2.218 0.680
H -1.040 -0.121 4.178
H -1.169 4.140 1.737
H 4.086 -1.544 3.998
H 4.242 0.022 3.231
C -2.080 3.387 -2.082
H 1.900 2.904 4.867
H 5.040 -1.387 0.364
C 1.779 -2.391 -2.793
H 0.141 -4.004 -4.371
H 2.084 -3.908 2.189
H 1.065 3.438 -1.001
C 0.200 2.203 2.026
H -2.889 4.113 -1.974
C 2.033 -0.342 0.746
C -4.829 -0.171 -1.293
H -0.541 -2.386 -4.251
C 1.188 3.288 0.078
H 1.217 -5.116 -2.468
C -0.175 -2.158 -1.606
C -2.337 0.458 -2.353
C 1.066 2.843 2.900
C 1.633 -2.942 1.991
C -4.151 0.930 -0.800
C 1.190 0.295 0.115
C 0.716 -4.461 -1.761
H -1.361 -3.763 -3.485
C 1.204 2.404 4.212
H 1.646 3.694 2.585
H -5.805 -0.413 -0.901
H -4.625 1.565 -0.067


A cluster of 3 separate species, ClH2N3O2 in total, computed with ωB97M-V/def2-TZVPD.

As for the total charge: -2. For the HOMO energy (spin up / spin down), the calculation gives 0.19 / 0.19 eV. The value obtained for the energy above the lowest of the compared OMol25 structures with the same formula, charge and spin is 34.28 kJ/mol. The value obtained for the lowest unoccupied orbital energy (spin up / spin down) is 5.30 / 5.30 eV. As for the gap between HOMO and LUMO (spin up / spin down): 5.11 / 5.11 eV.

Cartesian coordinates (Å):
H -1.003 -1.906 1.402
Cl 5.386 8.199 -4.114
O 1.754 0.259 0.599
H -2.047 -1.112 0.290
N -2.042 -1.627 1.173
O -2.606 -2.903 0.980
N 0.728 -0.223 0.127
N -0.170 -0.688 -0.455


A structure of composition C30H32BF4MoNO2Sb2, computed with ωB97M-V/def2-TZVPD.

As for the total charge: +2. As for the expectation value of S²: 2.035. For the HOMO energy (spin up / spin down), the calculation gives -13.73 / -14.08 eV. The value obtained for the energy above the lowest of the compared OMol25 structures with the same formula, charge and spin is 440.49 kJ/mol. The value obtained for the lowest unoccupied orbital energy (spin up / spin down) is -7.70 / -9.03 eV. As for the gap between HOMO and LUMO (spin up / spin down): 6.03 / 5.06 eV. As for the spin multiplicity: 3.

Cartesian coordinates (Å):
H -0.939 -4.033 -1.246
C -2.420 1.737 -2.668
C 4.933 0.987 -1.297
H -4.450 -4.066 1.208
H -3.607 -5.454 3.070
C 1.999 -5.235 -2.419
H -1.249 -5.246 3.791
N 4.012 -0.140 -1.090
H 2.391 -6.053 -3.008
H 3.787 -0.557 -1.988
C -0.262 1.808 -3.729
H 3.034 -2.483 -0.743
C 1.320 0.016 2.638
O 2.115 1.974 -0.902
H -0.037 -5.897 -2.576
Sb 0.169 -1.635 0.363
C -2.948 -4.752 2.578
H -2.523 2.948 4.060
H -2.970 5.373 -0.228
C -1.979 2.617 -1.691
C 2.361 -3.226 -1.151
C -3.422 -3.973 1.532
C 0.996 -3.149 -0.901
H 1.610 -2.143 2.636
C -1.636 4.299 1.082
H 4.500 -0.847 -0.552
C -1.510 3.639 2.303
H 0.246 -3.652 2.693
H 0.390 1.515 -4.541
C -0.783 -3.722 2.368
C -1.554 1.299 -3.661
C -2.620 3.473 3.118
C -0.672 3.121 -1.727
H 3.936 1.818 -3.038
H 1.876 0.045 3.580
O 3.006 3.972 -1.131
H -2.961 -2.489 0.069
C 3.124 2.801 -1.344
H 3.926 -4.357 -2.080
C 1.748 1.206 1.781
C 0.127 -4.098 -1.429
C 2.861 -4.278 -1.904
F -0.864 1.283 0.685
H -4.713 3.853 3.368
B -3.167 0.234 0.640
H 1.108 3.250 -2.952
H 5.822 0.689 -1.858
H 5.269 1.342 -0.320
Sb 0.088 4.509 -0.194
C -1.271 -2.936 1.333
H 2.607 -1.264 1.472
H 5.020 2.952 -2.217
H -0.547 3.264 2.632
C 0.634 -5.146 -2.181
C -1.629 -4.634 2.985
H -3.449 1.407 -2.653
H -2.669 2.949 -0.929
Mo 0.694 1.457 -0.091
H -1.899 0.600 -4.412
H 1.621 2.131 2.358
H 0.261 0.093 2.905
C -2.871 4.825 0.703
C -3.976 4.662 1.526
C 0.164 2.741 -2.796
C -2.582 -3.070 0.897
F -4.025 1.209 0.485
C 1.622 -1.307 1.940
F -2.868 -0.248 1.826
H 2.820 1.112 1.585
F -2.627 -0.330 -0.448
C -3.851 3.982 2.728
H -4.935 5.059 1.222
C 4.286 2.167 -2.061


A cluster of 3 separate species, C12H22BrN4 in total, computed with ωB97M-V/def2-TZVPD.

As for the total charge: +1. For the HOMO energy, the calculation gives -6.52 eV. The value obtained for the energy above the lowest of the compared OMol25 structures with the same formula, charge and spin is 374.45 kJ/mol. The value obtained for the lowest unoccupied orbital energy is -3.16 eV. As for the gap between HOMO and LUMO: 3.36 eV.

Cartesian coordinates (Å):
H -6.355 -17.619 -23.550
N -16.395 -25.302 -19.287
H -8.199 -17.527 -21.025
N -8.141 -20.831 -20.784
H -17.879 -22.265 -19.083
C -5.471 -18.405 -21.686
C -8.683 -22.221 -20.592
H -18.844 -23.710 -18.931
H -17.589 -23.366 -17.722
H -17.873 -26.567 -20.238
H -17.090 -24.088 -20.794
H -5.967 -21.152 -21.402
H -15.904 -29.637 -18.689
C -16.922 -26.526 -19.728
N -6.700 -19.139 -21.268
H -8.068 -22.932 -21.144
C -16.502 -28.964 -19.303
H -17.582 -29.004 -19.162
H -14.601 -24.874 -18.214
C -15.243 -25.656 -18.592
N -16.199 -27.558 -19.196
C -16.834 -24.045 -19.735
H -15.938 -23.455 -19.926
H -4.618 -17.444 -23.432
C -6.800 -20.506 -21.171
H -14.401 -27.638 -17.991
H -9.861 -19.839 -20.368
C -8.819 -19.701 -20.617
Br -9.374 -27.138 -14.678
C -17.841 -23.311 -18.781
C -5.449 -18.105 -23.186
H -5.476 -17.496 -21.083
H -5.367 -18.992 -23.814
C -15.115 -27.032 -18.530
C -7.977 -18.582 -20.954
H -8.625 -22.531 -19.549
H -9.699 -22.245 -20.985
H -16.328 -29.256 -20.338
H -4.534 -18.897 -21.424


What did we get for E_tot? Answer: -3029.4740 -4018.4642 -2006.2874 -821.3195 -2329.6051 -776.0056 -2340.1240 -3263.1338 hartree, in the order shown.
What did we get for M? Answer: 729.76 1264.79 296.06 135.55 578.76 111.49 864.86 302.24 g/mol, in the order shown.